No. 1
{
  "formula": "C18H26Cl8N2",
  "method": "ωB97M-V with the def2-TZVPD basis set",
  "elements": ["Cl", "C", "C", "Cl", "H", "H", "H", "H", "Cl", "C", "C", "Cl", "H", "H", "H", "H", "Cl", "C", "C", "Cl", "H", "H", "H", "H", "Cl", "C", "C", "Cl", "H", "H", "H", "H", "N", "C", "C", "C", "C", "C", "H", "H", "H", "H", "H", "N", "C", "C", "C", "C", "C", "H", "H", "H", "H", "H"],
  "xyz": [[1.51, 0.49, 3.34], [1.30, -0.61, 4.76], [2.57, -1.40, 5.02], [3.07, -2.35, 3.61], [0.43, -1.22, 4.54], [1.14, 0.06, 5.61], [2.26, -2.09, 5.81], [3.43, -0.82, 5.31], [-1.95, -0.67, 0.56], [-0.22, -1.13, 0.61], [0.67, -0.08, -0.04], [2.26, -0.80, -0.35], [-0.06, -2.08, 0.09], [0.07, -1.29, 1.65], [0.78, 0.84, 0.53], [0.19, 0.23, -0.97], [0.49, 0.01, -3.94], [-0.52, -1.21, -3.14], [-1.37, -1.94, -4.15], [-0.39, -2.87, -5.31], [-1.19, -0.74, -2.41], [0.10, -1.86, -2.52], [-1.96, -1.23, -4.73], [-2.05, -2.66, -3.69], [-4.60, 3.09, 0.60], [-3.77, 3.84, -0.80], [-2.28, 4.05, -0.52], [-1.48, 2.54, -0.09], [-4.24, 4.81, -0.97], [-3.93, 3.22, -1.68], [-2.15, 4.82, 0.23], [-1.86, 4.39, -1.46], [-3.89, -0.26, -2.66], [-4.43, -0.32, -1.42], [-5.51, -1.10, -1.07], [-6.05, -1.95, -2.05], [-5.54, -1.89, -3.33], [-4.48, -1.02, -3.57], [-4.08, 0.42, -0.71], [-5.86, -1.09, -0.05], [-6.82, -2.66, -1.77], [-6.03, -2.46, -4.11], [-4.09, -0.94, -4.57], [6.81, -0.38, 0.70], [7.73, 0.12, 1.51], [7.44, 1.06, 2.52], [6.15, 1.53, 2.61], [5.19, 1.05, 1.73], [5.56, 0.09, 0.81], [8.70, -0.35, 1.49], [8.21, 1.50, 3.15], [5.79, 2.26, 3.33], [4.15, 1.33, 1.78], [4.77, -0.30, 0.18]],
  "mulliken_charge": [-0.129, -0.594, -0.392, -0.156, 0.339, 0.341, 0.317, 0.307, -0.121, -0.319, -0.446, -0.239, 0.326, 0.178, 0.411, 0.221, -0.193, 0.262, -0.456, -0.205, -0.257, 0.266, 0.241, 0.351, -0.190, -0.554, -0.500, -0.073, 0.386, 0.305, 0.321, 0.265, -0.279, -0.123, -0.745, -0.140, -0.572, -0.342, 0.522, 0.374, 0.386, 0.399, 0.506, -0.571, -0.223, -0.371, -0.377, -0.051, 0.101, 0.368, 0.365, 0.371, 0.293, 0.098],
  "e_above_lowest_kj_mol": 0.0,
  "smiles": "c1ccncc1.c1ccncc1.ClCCCl.ClCCCl.ClCCCl.ClCCCl",
  "homo_ev": -9.4,
  "max_force_ev_per_a": 1.41
}

No. 2
{
  "formula": "C18H26F16INO11S3",
  "method": "ωB97M-V with the def2-TZVPD basis set",
  "elements": ["C", "C", "C", "I", "N", "C", "C", "C", "F", "F", "C", "F", "F", "C", "F", "F", "C", "F", "F", "S", "F", "F", "F", "F", "F", "C", "C", "C", "O", "C", "F", "F", "F", "O", "C", "O", "H", "H", "H", "H", "H", "H", "H", "H", "H", "H", "H", "H", "H", "H", "H", "H", "H", "H", "C", "C", "O", "S", "O", "O", "O", "H", "H", "H", "H", "C", "C", "O", "S", "O", "O", "O", "H", "H", "H", "H"],
  "xyz": [[0.20, -2.31, 3.72], [0.25, -0.79, 3.49], [-1.07, -0.12, 3.80], [-1.48, -0.23, 5.96], [-1.20, 1.20, 3.27], [-0.32, 2.22, 3.87], [0.22, 3.15, 2.79], [1.63, 2.79, 2.31], [1.94, 1.51, 2.63], [2.55, 3.61, 2.87], [1.75, 2.89, 0.78], [0.86, 2.05, 0.22], [1.38, 4.16, 0.44], [3.16, 2.68, 0.12], [3.79, 3.88, 0.11], [2.97, 2.30, -1.16], [4.19, 1.70, 0.78], [4.35, 1.92, 2.09], [5.37, 1.96, 0.17], [3.87, -0.15, 0.50], [2.35, 0.11, 0.16], [3.50, -0.37, 2.03], [5.39, -0.45, 0.87], [4.28, -0.01, -1.02], [3.62, -1.69, 0.25], [-2.59, 1.62, 3.16], [-3.13, 1.37, 1.75], [-4.12, 0.19, 1.67], [-3.52, -1.02, 1.18], [-3.46, -1.16, -0.15], [-3.00, -2.39, -0.41], [-2.62, -0.31, -0.75], [-4.67, -1.04, -0.77], [-3.79, 2.56, 1.33], [-3.87, 2.68, -0.07], [-4.30, 3.95, -0.40], [0.90, -2.61, 4.48], [0.47, -2.83, 2.81], [-0.80, -2.64, 4.00], [0.47, -0.60, 2.44], [1.05, -0.39, 4.10], [-1.86, -0.72, 3.36], [-0.92, 2.83, 4.54], [0.45, 1.77, 4.48], [-0.48, 3.19, 1.97], [0.28, 4.16, 3.19], [-2.71, 2.68, 3.35], [-3.20, 1.11, 3.90], [-2.26, 1.21, 1.11], [-4.47, -0.05, 2.66], [-4.99, 0.48, 1.09], [-4.62, 1.99, -0.46], [-2.89, 2.47, -0.52], [-3.69, 4.60, -0.07], [3.24, -2.45, -2.90], [4.15, -2.12, -4.07], [4.46, -3.40, -4.64], [3.20, -4.38, -4.49], [2.44, -4.37, -5.68], [3.65, -5.59, -3.90], [2.41, -3.51, -3.39], [3.81, -2.82, -2.04], [2.62, -1.61, -2.60], [5.07, -1.63, -3.76], [3.64, -1.51, -4.82], [-1.85, -2.27, -3.65], [-2.88, -1.29, -4.15], [-2.49, -1.01, -5.50], [-1.83, -2.33, -6.14], [-2.80, -3.02, -6.90], [-0.58, -1.95, -6.70], [-1.59, -3.13, -4.77], [-0.92, -1.76, -3.38], [-2.20, -2.85, -2.81], [-2.90, -0.37, -3.57], [-3.88, -1.74, -4.16]],
  "mulliken_charge": [-1.531, 0.706, -1.883, 0.056, 0.981, -1.216, -1.533, 1.267, -0.249, -0.346, 0.583, -0.225, -0.332, 0.429, -0.312, -0.232, 0.520, -0.199, -0.280, 1.441, -0.245, -0.288, -0.354, -0.368, -0.309, -2.081, 1.763, -1.523, -0.289, 1.002, -0.277, -0.197, -0.291, -0.557, -0.023, -0.572, 0.375, 0.353, 0.444, -0.034, 0.267, 0.749, 0.542, 0.700, 0.395, 0.525, 0.527, 0.379, 0.151, 0.341, 0.537, 0.175, 0.239, 0.340, -0.026, -0.347, -0.342, 1.072, -0.503, -0.546, -0.302, 0.191, 0.137, 0.299, 0.347, -0.112, -0.257, -0.345, 1.093, -0.546, -0.519, -0.330, 0.223, 0.228, 0.213, 0.328],
  "smiles": "CC[C@@H](I)N(CCC(F)(F)C(F)(F)C(F)(F)C(F)(F)S(F)(F)(F)(F)F)C[C@@H](COC(F)(F)F)OCO.O=S1(=O)OCCO1.O=S1(=O)OCCO1",
  "homo_ev": -9.6,
  "max_force_ev_per_a": 1.23
}

No. 3
{
  "formula": "C18H26F5O10S2",
  "method": "ωB97M-V with the def2-TZVPD basis set",
  "elements": ["O", "S", "O", "S", "C", "F", "F", "C", "F", "F", "F", "H", "H", "O", "C", "O", "C", "C", "C", "H", "H", "H", "H", "H", "H", "O", "C", "O", "C", "C", "C", "H", "H", "H", "H", "H", "H", "O", "C", "O", "C", "C", "C", "H", "H", "H", "H", "H", "H", "O", "C", "O", "C", "C", "C", "H", "H", "H", "H", "H", "H"],
  "xyz": [[-4.72, -0.96, 1.50], [-4.51, -0.50, 0.17], [-3.85, -1.52, -0.56], [-3.11, 1.13, 0.18], [-6.06, -0.14, -0.79], [-5.74, 0.58, -1.86], [-6.56, -1.25, -1.23], [-7.17, 0.68, 0.00], [-6.81, 0.97, 1.24], [-8.26, -0.03, 0.01], [-7.44, 1.81, -0.60], [-3.13, 1.79, -1.03], [-3.53, 2.00, 1.16], [0.68, -0.28, 3.42], [-0.19, -1.09, 3.36], [-1.06, -1.20, 2.31], [-2.05, -2.21, 2.60], [-1.42, -3.09, 3.66], [-0.54, -2.11, 4.43], [-2.95, -1.70, 2.96], [-2.29, -2.76, 1.70], [-2.15, -3.61, 4.28], [-0.79, -3.85, 3.19], [-1.09, -1.61, 5.23], [0.36, -2.59, 4.81], [-2.05, 4.09, -0.62], [-0.85, 3.95, -0.54], [-0.29, 2.83, -0.06], [1.15, 3.00, 0.03], [1.47, 4.12, -0.95], [0.21, 4.97, -0.88], [1.40, 3.26, 1.06], [1.65, 2.07, -0.23], [2.38, 4.65, -0.70], [1.58, 3.71, -1.95], [0.26, 5.71, -0.08], [-0.01, 5.46, -1.83], [1.99, -3.73, 3.45], [2.16, -3.79, 2.27], [2.83, -4.79, 1.66], [2.96, -4.51, 0.25], [1.84, -3.53, -0.06], [1.72, -2.76, 1.25], [3.95, -4.09, 0.07], [2.87, -5.44, -0.31], [2.05, -2.90, -0.93], [0.92, -4.08, -0.25], [2.40, -1.91, 1.29], [0.70, -2.44, 1.44], [4.15, 3.62, -2.13], [4.31, 2.66, -2.82], [5.53, 2.16, -3.14], [5.39, 1.07, -4.07], [3.97, 0.57, -3.89], [3.23, 1.85, -3.51], [5.58, 1.46, -5.07], [6.13, 0.31, -3.84], [3.58, 0.07, -4.77], [3.93, -0.14, -3.06], [2.88, 2.39, -4.39], [2.40, 1.65, -2.83]],
  "mulliken_charge": [-0.478, 0.897, -0.486, -0.043, 0.555, -0.235, -0.182, 0.762, -0.226, -0.223, -0.226, 0.396, 0.384, -0.594, 0.470, -0.236, -0.425, -0.532, -0.460, 0.326, 0.333, 0.433, 0.180, 0.340, 0.295, -0.619, 0.637, -0.286, -0.478, -0.209, -0.679, 0.274, 0.298, 0.444, 0.046, 0.296, 0.339, -0.536, 0.510, -0.387, -0.467, -0.605, 0.357, 0.249, 0.362, 0.332, 0.265, 0.292, -0.462, -0.547, 0.552, -0.360, -0.459, -0.499, -0.160, 0.252, 0.342, 0.350, 0.172, 0.290, 0.068],
  "homo_ev": -12.2,
  "max_force_ev_per_a": 4.48,
  "total_charge": 1
}

No. 4
{
  "formula": "C18H26N2O5S",
  "method": "ωB97M-V with the def2-TZVPD basis set",
  "elements": ["C", "C", "O", "N", "C", "C", "C", "C", "C", "C", "H", "H", "O", "C", "C", "O", "N", "C", "H", "H", "C", "C", "H", "H", "H", "C", "H", "H", "H", "H", "C", "C", "H", "H", "S", "O", "O", "C", "C", "H", "H", "H", "H", "H", "H", "H", "H", "H", "H", "H", "H", "H"],
  "xyz": [[-6.77, -2.54, -0.85], [-5.46, -2.19, -0.16], [-4.84, -2.98, 0.52], [-5.09, -0.90, -0.39], [-3.96, -0.21, 0.07], [-3.03, -0.77, 0.93], [-1.93, -0.04, 1.36], [-1.76, 1.27, 0.93], [-2.69, 1.84, 0.07], [-3.78, 1.11, -0.36], [-4.50, 1.56, -1.03], [-2.55, 2.86, -0.26], [-0.70, 2.07, 1.27], [0.15, 1.65, 2.30], [1.13, 0.51, 2.00], [1.15, -0.46, 2.73], [2.01, 0.64, 0.98], [2.03, 1.75, 0.05], [1.25, 2.46, 0.34], [3.00, 2.27, 0.13], [1.78, 1.37, -1.42], [0.40, 0.75, -1.60], [0.28, 0.37, -2.61], [0.24, -0.08, -0.91], [-0.37, 1.49, -1.42], [1.92, 2.61, -2.29], [1.20, 3.37, -1.99], [1.75, 2.37, -3.33], [2.92, 3.04, -2.20], [2.53, 0.64, -1.74], [3.04, -0.40, 0.92], [4.38, 0.03, 0.36], [5.01, 0.55, 1.07], [4.32, 0.58, -0.58], [5.17, -1.57, -0.05], [5.52, -1.57, -1.45], [6.22, -1.87, 0.88], [3.72, -2.64, 0.23], [2.58, -1.65, 0.14], [2.40, -1.40, -0.90], [1.67, -2.03, 0.58], [3.69, -3.41, -0.53], [3.82, -3.07, 1.22], [3.19, -0.72, 1.96], [0.74, 2.54, 2.58], [-0.43, 1.33, 3.18], [-1.23, -0.51, 2.02], [-3.16, -1.78, 1.27], [-5.70, -0.35, -0.99], [-7.02, -3.58, -0.63], [-7.57, -1.90, -0.49], [-6.67, -2.41, -1.92]],
  "mulliken_charge": [-1.328, 0.805, -0.613, -0.158, 0.732, -0.730, -0.560, 0.315, -0.549, -0.619, 0.290, 0.467, -0.427, -1.206, 1.190, -0.678, 0.306, -1.701, 0.814, 0.325, 1.423, -1.647, 0.553, 0.308, 0.290, -1.829, 0.363, 0.414, 0.438, 0.130, -0.641, -0.884, 0.356, 0.394, 1.240, -0.673, -0.685, -0.970, -0.464, 0.172, 0.385, 0.485, 0.432, 0.641, 0.473, 0.375, 0.505, 0.540, 0.188, 0.356, 0.327, 0.331],
  "e_above_lowest_kj_mol": 65.0,
  "smiles": "CC(=O)Nc1ccc(OCC(=O)N(CC(C)C)[C@H]2CCS(=O)(=O)C2)cc1",
  "homo_ev": -8.3,
  "max_force_ev_per_a": 0.74
}

> What is the formula in the fourth record?

C18H26N2O5S

> Which formula does entry 1 have?

C18H26Cl8N2